# C42H66IN7O10S

A 6-piece molecular cluster, C42H66IN7O10S overall (ωB97M-V/def2-TZVPD, OMol25).

ORCA input file:
```
! wB97M-V def2-TZVPD RIJCOSX def2/J DEFGRID3
* xyz 0 1
C 0.4136 -1.6770 -1.0831
C -0.3720 -2.3661 0.0145
C -0.7677 -3.6808 -0.0322
C -1.4866 -4.2134 1.0088
C -1.8404 -3.4621 2.1114
C -2.6235 -4.0813 3.2706
C -3.5222 -5.2203 2.7681
C -1.5657 -4.6448 4.2462
C -1.4462 -2.1445 2.1644
O -1.7808 -1.4108 3.2821
C -2.7424 -0.3776 3.0069
C -1.9916 0.8678 2.5714
C -2.3687 1.6780 1.5880
C -3.6227 1.5164 0.7747
C -3.2382 1.2348 -0.6787
C -4.4272 1.3020 -1.6505
N -4.6197 2.6463 -2.2110
C -1.4526 2.8299 1.2792
O -1.8670 3.9234 0.9554
C 0.0220 2.5084 1.4402
C 0.9671 3.0112 0.5885
N 0.4835 3.8409 -0.4843
C 2.3150 2.7015 0.7379
C 3.4351 3.1835 -0.1688
C 3.3219 4.6168 -0.7050
O 4.5664 5.0485 -1.2791
C 4.8802 4.3156 -2.3779
O 5.9352 3.7362 -2.5203
C 2.6668 1.8538 1.7701
S 4.3785 1.3742 1.9840
C 1.7178 1.3205 2.6429
I 2.2697 -0.0207 4.1804
C 0.4101 1.6611 2.4618
C -0.7166 1.1189 3.3239
O -0.6190 0.9260 4.5165
C -0.7110 -1.6417 1.1228
H -0.1249 -1.7707 -2.0289
H 0.4242 -0.6055 -0.8590
H 1.4480 -2.0137 -1.1503
H -0.5297 -4.3037 -0.8870
H -1.7448 -5.2718 0.9036
H -3.1971 -3.3210 3.8019
H -2.9087 -6.0898 2.5696
H -3.9585 -4.9582 1.7994
H -4.3418 -5.4495 3.4545
H -0.8266 -3.8570 4.4297
H -1.9947 -4.8698 5.2278
H -1.0184 -5.4849 3.8159
H -3.3553 -0.7394 2.1804
H -3.3548 -0.1990 3.8904
H -4.1330 2.4894 0.7800
H -4.3235 0.7985 1.1924
H -2.5051 1.9612 -1.0450
H -2.7425 0.2608 -0.7774
H -5.3373 1.0361 -1.1021
H -4.3044 0.5802 -2.4629
H -4.3914 2.6845 -3.1941
H -5.5782 2.9533 -2.1282
H 0.8220 4.7878 -0.4205
H 0.7533 3.4196 -1.3646
H 3.5062 2.4767 -1.0064
H 4.4000 3.1209 0.3335
H 2.9638 5.3368 0.0271
H 2.6092 4.6068 -1.5368
H 4.1351 4.2397 -3.1961
H 4.5316 1.5983 3.3050
H -0.3801 -0.6093 1.1932
C -4.7653 -9.4636 -0.1648
N -3.8996 -8.3014 -0.2245
C -3.9698 -7.4200 -1.3787
C -3.0334 -8.0143 0.7571
O -2.2851 -7.0499 0.7798
H -4.5623 -10.1170 -1.0159
H -5.8093 -9.1457 -0.1989
H -4.5935 -10.0159 0.7570
H -2.9959 -7.3774 -1.8681
H -4.2355 -6.4123 -1.0561
H -4.7147 -7.7860 -2.0808
H -3.0533 -8.7383 1.5867
C -4.1873 -7.4833 6.7980
N -4.5235 -8.5047 5.8251
C -5.6557 -9.3798 6.0785
C -3.8197 -8.6687 4.6925
O -4.0518 -9.5090 3.8379
H -3.9583 -7.9504 7.7580
H -5.0320 -6.8030 6.9242
H -3.3214 -6.9139 6.4659
H -5.3198 -10.4170 6.1043
H -6.3868 -9.2763 5.2758
H -6.1184 -9.1228 7.0280
H -2.9833 -7.9567 4.5959
C 4.5330 7.5704 -3.2627
N 4.9253 8.8461 -3.8307
C 6.2309 8.9738 -4.4536
C 4.1147 9.9187 -3.8001
O 4.3856 11.0123 -4.2609
H 5.2386 7.2901 -2.4783
H 4.5383 6.8081 -4.0449
H 3.5349 7.6325 -2.8383
H 6.8077 9.7466 -3.9439
H 6.1134 9.2673 -5.4977
H 6.7619 8.0267 -4.3987
H 3.1494 9.7138 -3.3061
C 7.8776 -2.0640 0.0499
N 6.6290 -1.8916 -0.6642
C 5.7505 -0.7935 -0.2973
C 6.2506 -2.7160 -1.6604
O 5.2161 -2.6153 -2.2895
H 7.6762 -2.2210 1.1118
H 8.4959 -1.1715 -0.0680
H 8.4206 -2.9237 -0.3377
H 4.7828 -1.1899 0.0126
H 5.5986 -0.1456 -1.1628
H 6.1858 -0.2201 0.5142
H 6.9840 -3.5158 -1.8622
C -0.7099 9.4851 -5.9039
N 0.3954 8.5566 -5.7651
C 1.2257 8.2671 -6.9230
C 0.6809 7.9534 -4.6004
O 1.5972 7.1676 -4.4314
H -1.4107 9.1130 -6.6537
H -0.3332 10.4599 -6.2189
H -1.2326 9.5974 -4.9563
H 1.1900 7.1994 -7.1424
H 2.2600 8.5398 -6.7098
H 0.8712 8.8284 -7.7835
H -0.0032 8.2399 -3.7843
*
```

Gap between HOMO and LUMO ... 0.288 Ha

***

# C5H8N2

C5H8N2 in the gas phase (ωB97M-V/def2-TZVPD, OMol25).

ORCA input file:
```
! wB97M-V def2-TZVPD RIJCOSX def2/J DEFGRID3
* xyz 0 1
C -0.7094 -2.3468 0.3362
C -1.0813 -1.1136 0.2197
C -1.1784 0.1641 -0.0020
N -2.3833 0.9037 0.0329
C 0.1485 0.8060 -0.0833
N 1.1997 0.0979 -0.0995
C 2.4786 0.7493 -0.1136
H -0.2856 -2.7384 1.2515
H -1.3301 -2.9487 -0.3024
H -3.1409 0.2488 -0.1463
H -2.3689 1.5647 -0.7364
H 0.1462 1.9016 0.0011
H 3.0924 0.2748 -0.8837
H 2.4089 1.8248 -0.3147
H 3.0036 0.6118 0.8404
*
```

Gap between HOMO and LUMO ... 0.323 Ha
ΔE to the lowest compared entry with this formula, charge and spin ... 318.7 kJ/mol

***

# H10LiO5

H10LiO5 as an isolated structure (ωB97M-V/def2-TZVPD, OMol25).

ORCA input file:
```
! wB97M-V def2-TZVPD RIJCOSX def2/J DEFGRID3
* xyz 2 2
Li -15.1390 -16.6784 15.4730
O -15.9866 -16.9293 13.5921
H -16.7596 -16.5482 13.1756
H -15.4624 -17.2640 12.8645
O -17.2048 -16.0380 16.1645
H -17.4186 -16.0938 17.0959
H -17.8462 -15.4238 15.8074
O -14.9437 -18.5522 16.3878
H -14.4740 -19.3057 16.0304
H -15.0624 -18.7608 17.3144
O -13.1214 -16.9472 14.8713
H -13.0571 -17.6533 14.2283
H -12.3077 -16.4537 14.7679
O -14.4537 -15.0141 16.4323
H -13.5160 -15.0404 16.6225
H -14.8550 -14.7071 17.2453
*
```

Gap between HOMO and LUMO (spin up / spin down) ... 0.527 / 0.148 Ha
ΔE to the lowest compared entry with this formula, charge and spin ... 16.8 kJ/mol

***

# C4H8O2

C4H8O2 in the gas phase (ωB97M-V/def2-TZVPD, OMol25).

ORCA input file:
```
! wB97M-V def2-TZVPD RIJCOSX def2/J DEFGRID3
* xyz 0 1
O 0.6707 -1.2519 -1.3156
C 0.4608 0.0619 -0.8282
C -1.0199 0.2008 -0.4681
C -1.0649 -0.1285 1.0420
O 0.2730 -0.3800 1.4502
C 1.1162 0.2810 0.5359
H 1.6230 -1.3773 -1.4267
H 0.7851 0.8002 -1.5762
H -1.6184 -0.4796 -1.0782
H -1.3630 1.2231 -0.6545
H -1.6556 -1.0185 1.2764
H -1.4781 0.7176 1.6118
H 1.1840 1.3608 0.7619
H 2.1181 -0.1548 0.6120
*
```

Gap between HOMO and LUMO ... 0.389 Ha
ΔE to the lowest compared entry with this formula, charge and spin ... 119.0 kJ/mol

***

# C38H35BrCoNP2S

C38H35BrCoNP2S as an isolated structure (ωB97M-V/def2-TZVPD, OMol25).

ORCA input file:
```
! wB97M-V def2-TZVPD RIJCOSX def2/J DEFGRID3
* xyz 2 1
Co -0.7699 -1.1715 -1.4197
C -1.1828 5.6886 2.6729
S 0.5901 5.4665 2.4424
C 0.7250 3.6932 2.7373
C 0.1689 2.8428 1.6010
C 0.4174 1.3634 1.8424
N -0.0556 0.4992 0.7382
P -1.3379 -0.6160 0.7063
C -2.9122 0.2319 0.6679
C -3.6893 0.1653 -0.4871
C -4.8675 0.8920 -0.5767
C -5.2625 1.6900 0.4867
C -4.4916 1.7605 1.6438
C -3.3197 1.0312 1.7402
C -1.2503 -1.5429 2.2350
C -0.0234 -1.7150 2.8841
C 0.0378 -2.4564 4.0498
C -1.1170 -3.0354 4.5667
C -2.3347 -2.8697 3.9232
C -2.4071 -2.1207 2.7583
P 0.6308 0.3244 -0.7818
C 2.4012 0.1538 -0.6826
C 3.1866 1.3079 -0.7786
C 4.5553 1.2235 -0.5823
C 5.1394 -0.0009 -0.2903
C 4.3605 -1.1468 -0.1846
C 2.9915 -1.0762 -0.3754
C 0.1826 1.6913 -1.8462
C -0.9631 2.4382 -1.5604
C -1.3861 3.4159 -2.4484
C -0.6777 3.6415 -3.6194
C 0.4525 2.8855 -3.9173
C 0.8805 1.9059 -3.0410
H -1.3710 6.7600 2.6405
H -1.4921 5.3195 3.6507
H -1.7707 5.2148 1.8873
H 0.2434 3.4444 3.6869
H 1.7927 3.4985 2.8623
H 0.6415 3.1567 0.6665
H -0.9045 3.0197 1.4881
H -0.0817 1.0211 2.7507
H 1.4862 1.1706 1.9768
H -3.3964 -0.4721 -1.3184
H -5.4774 0.8290 -1.4675
H -6.1828 2.2550 0.4207
H -4.8132 2.3771 2.4724
H -2.7305 1.0737 2.6494
H 0.8797 -1.2692 2.4819
H 0.9829 -2.5822 4.5606
H -1.0652 -3.6141 5.4792
H -3.2311 -3.3172 4.3299
H -3.3608 -1.9870 2.2629
H 2.7338 2.2661 -0.9997
H 5.1644 2.1140 -0.6567
H 6.2094 -0.0627 -0.1422
H 4.8235 -2.0975 0.0431
H 2.3892 -1.9691 -0.2964
H -1.5132 2.2701 -0.6430
H -2.2630 4.0066 -2.2202
H -1.0047 4.4105 -4.3065
H 0.9997 3.0666 -4.8325
H 1.7579 1.3167 -3.2795
Br -0.5673 -1.3246 -3.8173
C 0.7003 -2.7498 -3.6862
C 1.3073 -3.2276 -4.8049
C 2.1701 -4.3336 -4.6636
C 2.3382 -4.9239 -3.4443
C 1.6791 -4.4308 -2.2918
C 1.7754 -5.0869 -1.0433
C 1.0663 -4.6367 0.0312
C 0.2949 -3.4590 -0.0650
C 0.2092 -2.7498 -1.2391
C 0.8614 -3.2763 -2.3962
H 1.1270 -2.7924 -5.7783
H 2.6696 -4.7247 -5.5388
H 2.9684 -5.7984 -3.3450
H 2.3949 -5.9717 -0.9655
H 1.1052 -5.1671 0.9735
H -0.2176 -3.1271 0.8230
*
```

Gap between HOMO and LUMO (spin up / spin down) ... 0.206 / 0.206 Ha

***

# C3H12N2OS

A 2-piece molecular cluster, C3H12N2OS overall (ωB97M-V/def2-TZVPD, OMol25).

ORCA input file:
```
! wB97M-V def2-TZVPD RIJCOSX def2/J DEFGRID3
* xyz 0 1
N -1.9231 -0.0822 -0.5727
C -1.8083 -0.0985 0.8747
N -0.5846 0.5291 1.3344
C 0.5367 -0.3834 1.1986
C 1.7109 0.4703 0.4882
S 3.2925 -0.5257 0.1706
H -1.8891 -1.0360 -0.9695
H -2.8626 0.2281 -0.7995
H -1.9544 -1.0964 1.4390
H -2.6809 0.5458 1.2673
H -0.6595 1.4477 0.8040
H 0.2238 -1.2254 0.5461
H 0.7172 -0.7384 2.2856
H 1.9774 1.4619 1.0572
H 1.4928 0.8236 -0.5589
H 2.6595 -1.6388 -0.2360
O 0.9588 0.2801 -2.7145
H 0.0623 -0.0257 -2.4649
H 0.7306 1.0640 -3.1499
*
```

Gap between HOMO and LUMO ... 0.342 Ha
ΔE to the lowest compared entry with this formula, charge and spin ... 161.8 kJ/mol

***

Sequential energy output: -3471.51237, -304.71410, -389.02896, -307.66710, -6560.95276, -704.37660 Ha